<one>
Molecular formula: CHN3O4
Method: DFT, ωB97M-V/def2-TZVPD

The value obtained for the gap between HOMO and LUMO (alpha / beta) is 8.041 / 7.826 eV. The value obtained for the HOMO energy (alpha / beta) is -9.270 / -9.221 eV.

CARTESIAN COORDINATES (ANGSTROEM)
1 O 1.2907 -0.5468 -1.4753
2 O -0.2278 2.1367 0.9220
3 O -1.1989 -0.3837 -2.5419
4 O -0.7768 -0.6138 -0.3712
5 N 1.3653 -0.6778 -0.3425
6 N -0.6226 -0.4704 -1.5444
7 N 0.0226 0.1988 2.1035
8 C -0.0875 1.0815 1.3683
9 H 0.2350 -0.7245 1.8814


<two>
Molecular formula: CHN3O4
Method: DFT, ωB97M-V/def2-TZVPD

The value obtained for the gap between HOMO and LUMO (alpha / beta) is 9.632 / 6.290 eV. The value obtained for the HOMO energy (alpha / beta) is -11.025 / -10.413 eV.

CARTESIAN COORDINATES (ANGSTROEM)
1 O 0.5307 1.7609 1.4034
2 O -0.4537 0.9510 1.5050
3 O -1.3702 -1.2257 -1.4397
4 O -1.3109 0.5368 -0.2106
5 N 2.5405 -1.6314 -0.8015
6 N -0.7751 -0.3814 -0.8045
7 N 0.5064 -0.3078 -0.7620
8 C 1.5663 -1.0519 -0.8296
9 H -1.2339 1.3495 1.9394


<three>
Molecular formula: CHN3O4
Method: DFT, ωB97M-V/def2-TZVPD

The structure (SMILES) is O=C=[N+]([O-])O.N#[N+][O-]. The value obtained for the gap between HOMO and LUMO (alpha / beta) is 9.041 / 9.040 eV. The value obtained for the HOMO energy (alpha / beta) is -9.001 / -9.001 eV.

CARTESIAN COORDINATES (ANGSTROEM)
1 O 1.1982 2.1104 1.0945
2 O 0.7652 -0.2487 1.2568
3 O -1.3473 1.8622 -0.4665
4 O -1.0386 -3.0864 -1.4478
5 N -0.7626 -1.9944 -1.2878
6 N -0.5546 -0.9479 -1.0171
7 N 0.4397 1.0845 0.7952
8 C -0.3976 1.3231 -0.1141
9 H 1.6977 -0.1029 1.1867


Stability order, top to bottom: <one>, <three>, <two>